C2F3NO6S2Sn | ωB97M-V/def2-TZVPD

Geometry as ORCA input:
```
! wB97M-V def2-TZVPD RIJCOSX def2/J DEFGRID3
* xyz -1 2
Sn -1.61 -0.75 0.43
S -0.16 2.06 -0.39
S 1.72 -0.23 0.35
F 3.24 -1.54 2.14
F 1.69 -2.80 1.51
F 3.26 -2.42 0.17
O 3.14 0.21 0.16
O -3.36 0.80 -0.90
O -4.10 2.82 -1.55
O -0.93 0.85 -0.13
O -1.68 2.63 -0.62
O 0.41 -0.93 0.59
N 1.25 1.21 -0.19
C 2.50 -1.84 1.08
C -3.33 1.98 -1.17
*
```

M (g/mol): 373.9
DFT total energy (eV): -51495.4888
Maximum force (eV/A): 5.5


C4H16AlN8O4 | ωB97M-V/def2-TZVPD

Geometry as ORCA input:
```
! wB97M-V def2-TZVPD RIJCOSX def2/J DEFGRID3
* xyz 3 1
Al 4.92 -11.05 8.69
O 5.01 -10.91 6.74
O 3.21 -11.85 7.97
O 3.53 -11.25 10.16
O 5.18 -12.66 7.53
N 5.16 -10.53 4.65
N 1.88 -11.73 11.61
N 6.97 -13.17 6.25
N 3.50 -13.10 11.34
N 6.98 -10.79 5.79
N 6.45 -14.51 7.97
N 0.97 -12.47 8.08
N 2.42 -13.90 8.50
C 3.01 -11.95 11.00
C 6.22 -13.38 7.31
C 5.70 -10.70 5.78
C 2.28 -12.64 8.23
H 3.21 -14.27 9.00
H 5.73 -14.78 8.63
H 0.26 -13.15 8.29
H 7.49 -10.72 6.66
H 5.69 -10.79 3.83
H 6.74 -12.31 5.79
H 4.32 -13.41 10.85
H 7.35 -14.96 7.89
H 0.74 -11.68 7.50
H 4.18 -10.75 4.54
H 7.93 -13.50 6.20
H 1.52 -12.34 12.33
H 7.46 -10.72 4.90
H 1.32 -10.95 11.29
H 1.58 -14.38 8.79
H 2.92 -13.67 11.94
*
```

M (g/mol): 267.2
DFT total energy (eV): -31087.6205
Maximum force (eV/A): 8.2